Below is the ion C3H7N2OS with charge +1 in a non-equilibrium geometry, with properties calculated with ωB97M-V/def2-TZVPD.

Results
- gap between HOMO and LUMO (eV) = 10.369
- strongest force on any atom (eV Å⁻¹) = 3.0
- E_HOMO (eV) = -14.051
- DFT total energy (eV) = -19079.5338
- 2S+1 = 1
- LUMO (eV) = -3.682
- energy above the lowest of the compared OMol25 structures with the same formula, charge and spin (kJ/mol) = 170.2
- charge = +1
- SMILES = N[C@]1([NH3+])CSC1=O

```
14
Properties=species:S:1:pos:R:3:forces:R:3:mulliken_charge:R:1
S -0.951997 1.393719 -1.750102 0.532 0.422 0.605 -0.04
O -0.397538 2.331946 0.788216 0.071 1.268 1.231 -0.42
N 1.493536 -0.096544 0.348416 -2.046 1.514 0.523 -0.64
N -0.650839 -0.744130 1.182935 0.868 -1.799 -1.640 -0.32
C -0.379572 1.533891 -0.060497 -0.418 -2.406 -1.677 0.12
C -0.241373 -0.282577 -1.475290 0.113 0.453 -1.260 -0.75
C 0.123649 0.027538 -0.002328 0.801 0.074 0.013 0.75
H -1.283480 -1.540261 0.936299 0.813 0.601 0.013 0.36
H 0.151191 -1.049623 1.778768 -0.940 0.137 -0.293 0.38
H -0.996582 -0.956608 -1.831838 -0.544 -0.816 0.895 0.35
H 1.928803 -0.812835 -0.196545 1.366 0.439 0.158 0.22
H 0.585422 -0.485302 -2.198302 -0.079 0.371 1.118 0.35
H -1.210372 -0.080845 1.629438 -1.129 1.468 1.432 0.36
H 1.829152 0.761631 0.850830 0.593 -1.726 -1.118 0.27
```
Forces are in eV/Å.